{
  "formula": "C42H90NO32P7",
  "method": "ωB97M-V/def2-TZVPD",
  "elements": ["C", "C", "O", "O", "C", "C", "C", "C", "C", "C", "C", "C", "O", "N", "C", "C", "C", "C", "C", "C", "C", "C", "C", "C", "C", "O", "H", "H", "H", "H", "H", "H", "H", "H", "H", "H", "H", "H", "H", "H", "H", "H", "H", "H", "H", "H", "H", "H", "H", "H", "H", "H", "H", "C", "O", "P", "O", "O", "C", "O", "C", "H", "H", "H", "H", "H", "H", "H", "H", "H", "C", "O", "P", "O", "O", "C", "O", "C", "H", "H", "H", "H", "H", "H", "H", "H", "H", "C", "O", "P", "O", "O", "C", "O", "C", "H", "H", "H", "H", "H", "H", "H", "H", "H", "C", "O", "P", "O", "O", "C", "O", "C", "H", "H", "H", "H", "H", "H", "H", "H", "H", "C", "O", "P", "O", "O", "C", "O", "C", "H", "H", "H", "H", "H", "H", "H", "H", "H", "C", "O", "P", "O", "O", "C", "O", "C", "H", "H", "H", "H", "H", "H", "H", "H", "H", "C", "O", "P", "O", "O", "C", "O", "C", "H", "H", "H", "H", "H", "H", "H", "H", "H"],
  "xyz": [[-2.30659, -3.18876, -7.22423], [-1.28512, -4.31463, -7.57687], [-1.63038, -5.13926, -8.38476], [0.00762, -4.40710, -7.05364], [0.07077, -5.09754, -5.78331], [-1.28947, -5.62034, -5.23610], [-1.96831, -6.83677, -5.68521], [-3.25053, -7.26342, -5.10099], [-3.90200, -6.48937, -4.03862], [-3.22496, -5.29165, -3.59401], [-1.93939, -4.87847, -4.16641], [-1.52174, -3.59464, -3.41201], [-0.54674, -2.89338, -3.49339], [-2.54061, -3.31964, -2.43877], [-2.85351, -1.88672, -2.20489], [-2.03855, -1.43421, -0.92132], [-2.22731, 0.09188, -0.56684], [-2.48933, 1.01061, -1.82038], [-0.99864, 0.66720, 0.25705], [-1.32837, 2.12014, 0.79141], [-0.57643, 2.50724, 2.10111], [0.57077, 3.25851, 2.03761], [0.82651, 4.38524, 1.00488], [1.69677, 2.90519, 3.08939], [-3.61605, -4.23466, -2.52551], [-4.68010, -4.25729, -1.96213], [-2.96906, -3.03831, -8.10642], [-1.83247, -2.25659, -6.83518], [-2.95785, -3.61041, -6.40261], [0.81375, -5.94350, -5.77485], [0.46353, -4.35461, -5.03447], [-1.51097, -7.43316, -6.50260], [-3.73421, -8.17702, -5.50417], [-4.87194, -6.78371, -3.58964], [-2.50417, -1.32024, -3.11017], [-3.94188, -1.67244, -2.08221], [-2.40539, -2.08810, -0.08143], [-0.94522, -1.67577, -1.05592], [-3.10213, 0.15348, 0.14711], [-3.45576, 0.72745, -2.32407], [-2.56812, 2.09748, -1.57709], [-1.66944, 0.79266, -2.56075], [-0.08257, 0.75642, -0.39214], [-0.72805, 0.02866, 1.13706], [-2.44316, 2.14837, 0.98769], [-1.10979, 2.83564, -0.04870], [-1.01950, 2.18776, 3.07305], [1.13482, 5.36148, 1.47030], [1.70218, 4.06072, 0.37193], [-0.04934, 4.60944, 0.34608], [2.50234, 2.38532, 2.50200], [2.08554, 3.86811, 3.50644], [1.30462, 2.19566, 3.85488], [9.29680, 2.44707, 0.32272], [8.90013, 1.76008, 1.49832], [7.29120, 1.38896, 1.90888], [6.78111, 1.68746, 0.50936], [7.15241, 2.67288, 2.89748], [7.42780, 3.97984, 2.42604], [5.70570, 0.89982, 2.34196], [5.45748, -0.50348, 2.19968], [10.03125, 1.83735, -0.20683], [8.48965, 2.69301, -0.35980], [9.78658, 3.37602, 0.62751], [7.18898, 4.09305, 1.36770], [8.48095, 4.21347, 2.59663], [6.82934, 4.68900, 2.99925], [6.15361, -1.07442, 2.81661], [5.55796, -0.80347, 1.15342], [4.44210, -0.70802, 2.53363], [-7.40526, -4.90363, -1.09425], [-8.62017, -5.58179, -1.39051], [-9.40673, -6.64507, -0.33163], [-8.64239, -6.26245, 0.91693], [-8.78488, -7.94372, -1.08130], [-7.38487, -8.11336, -1.18133], [-10.45425, -7.69227, 0.51551], [-11.67156, -7.08651, 0.96186], [-7.56143, -3.83277, -1.23761], [-7.01590, -5.06846, -0.09383], [-6.65410, -5.23157, -1.81161], [-6.85716, -7.68400, -0.32803], [-7.02832, -7.65562, -2.10778], [-7.16654, -9.18025, -1.22784], [-12.22825, -6.68650, 0.11235], [-11.45967, -6.28663, 1.67644], [-12.27496, -7.84931, 1.44983], [-9.57400, -3.98084, -8.11947], [-8.23526, -3.82319, -7.68274], [-7.22506, -5.10050, -7.21134], [-8.06915, -6.22115, -7.77877], [-7.50955, -4.82664, -5.63641], [-8.82683, -4.87681, -5.11909], [-5.96680, -6.15335, -6.74956], [-4.92424, -6.31750, -7.71921], [-9.67974, -3.51034, -9.09895], [-9.91639, -5.00956, -8.18675], [-10.22013, -3.44733, -7.41740], [-9.45164, -5.59216, -5.65680], [-9.27486, -3.88151, -5.16742], [-8.77761, -5.17249, -4.07039], [-4.46929, -5.35218, -7.94704], [-5.31530, -6.76853, -8.63535], [-4.16874, -6.97061, -7.29807], [-0.75439, 0.94350, -8.43678], [-1.87646, 0.77185, -7.58724], [-2.61953, 2.02062, -6.70666], [-1.94219, 3.14734, -7.46425], [-1.82230, 1.61998, -5.35085], [-0.40805, 1.58152, -5.32901], [-3.55043, 3.13159, -5.80374], [-4.84013, 3.42053, -6.35468], [-1.00280, 0.55521, -9.42640], [-0.40927, 1.96783, -8.53975], [0.06517, 0.34193, -8.03437], [0.03287, 2.31047, -6.01118], [-0.06678, 0.57637, -5.58752], [-0.07052, 1.80064, -4.31592], [-5.42614, 2.50434, -6.44501], [-4.73839, 3.89430, -7.33467], [-5.35509, 4.10239, -5.68114], [1.04224, 9.83992, -2.02124], [1.19806, 8.48557, -2.40618], [0.04974, 7.60288, -3.28760], [-0.78229, 8.78287, -3.74127], [-0.52952, 6.89632, -1.94768], [-1.05432, 7.66018, -0.87978], [-0.85513, 6.48190, -4.19937], [-0.34351, 6.20923, -5.50950], [1.90231, 10.40707, -2.38272], [0.13371, 10.31661, -2.37837], [1.04657, 9.88036, -0.92877], [-1.51628, 8.58711, -1.22390], [-0.25250, 7.88206, -0.17125], [-1.80562, 7.06379, -0.36201], [0.67538, 5.82345, -5.43900], [-0.35693, 7.11413, -6.12283], [-0.97593, 5.45362, -5.97429], [8.02421, 5.27571, 9.00907], [8.05218, 3.94864, 8.51282], [6.80800, 3.23983, 7.60272], [6.06927, 4.51950, 7.27445], [6.20858, 2.48013, 8.90715], [5.78723, 3.21720, 10.03841], [5.78701, 2.28534, 6.63033], [6.24930, 2.09472, 5.28319], [8.92003, 5.79637, 8.66487], [7.15098, 5.85441, 8.72153], [8.06117, 5.22646, 10.10063], [5.39878, 4.20106, 9.77012], [6.62452, 3.32605, 10.73055], [5.00131, 2.66107, 10.54953], [7.23382, 1.62268, 5.29043], [6.29893, 3.04576, 4.76362], [5.54854, 1.44288, 4.76792], [9.77282, 2.48127, 16.05165], [10.13860, 2.12972, 14.72877], [9.24479, 1.08889, 13.73245], [7.97461, 1.09328, 14.55576], [10.21459, -0.16691, 14.07155], [10.38515, -0.60501, 15.40552], [8.54753, 0.15652, 12.48662], [7.97015, 0.91999, 11.42101], [9.73182, 3.56980, 16.12529], [8.82508, 2.07184, 16.38970], [10.56034, 2.12733, 16.72210], [9.49006, -0.44277, 16.00839], [11.23489, -0.08477, 15.85375], [10.61168, -1.67097, 15.39472], [8.72834, 1.56209, 10.96815], [7.14441, 1.52901, 11.79433], [7.59368, 0.23239, 10.66664]],
  "total_charge": 0,
  "smiles": "CC(=O)OCc1cccc2c1C(=O)N(CC[C@H](C)CCC=C(C)C)C2=O.COP(=O)(OC)OC.COP(=O)(OC)OC.COP(=O)(OC)OC.COP(=O)(OC)OC.COP(=O)(OC)OC.COP(=O)(OC)OC.COP(=O)(OC)OC",
  "lumo_energy_ha": -0.10566,
  "homo_energy_ha": -0.2981
}